(1)
# C11H16Cl4F8O2

A 4-piece molecular cluster, C11H16Cl4F8O2 overall (wB97M-V/def2-TZVPD, the OMol25 dataset).

```
41
Properties=species:S:1:pos:R:3:forces:R:3
C -2.020 5.326 -2.014 -1.208 0.096 0.981
C -3.547 5.312 -2.454 1.156 -2.299 1.094
C -4.532 4.490 -1.500 -1.325 0.098 -1.543
F -4.384 3.129 -1.511 0.955 0.798 0.356
F -4.565 4.992 -0.257 0.957 -0.194 0.526
F -4.097 6.518 -2.577 0.283 1.237 0.853
F -3.616 4.812 -3.676 -0.320 -1.263 -1.399
O -1.397 4.062 -1.657 0.279 0.403 -1.227
C -0.803 3.267 -2.653 2.180 1.729 1.978
C -0.069 2.143 -1.860 -1.780 -0.654 2.023
F 0.368 1.129 -2.594 1.578 0.037 -1.543
F 0.875 2.555 -0.940 -0.718 0.004 -1.556
F -1.740 2.769 -3.380 -1.034 -1.071 -1.766
F 0.109 3.941 -3.470 -1.283 -0.344 0.849
H -2.127 5.813 -1.045 0.711 0.342 -0.041
H -1.415 5.894 -2.722 -0.135 -0.022 0.039
H -5.548 4.628 -1.870 0.030 0.307 -0.487
H -0.866 1.613 -1.339 -0.321 0.790 0.879
C 3.579 -6.056 0.509 -0.362 -1.427 -0.870
C 3.099 -7.295 1.342 -0.606 0.919 -0.327
C 2.861 -8.366 0.291 1.171 1.551 -1.362
O 3.791 -8.053 -0.827 0.670 0.355 1.131
C 4.425 -6.766 -0.566 -0.779 -0.094 0.575
H 4.142 -5.234 0.951 -0.176 -0.291 0.470
H 2.721 -5.651 -0.027 -0.215 0.215 0.303
H 2.094 -7.134 1.731 0.232 0.342 0.707
H 3.784 -7.615 2.128 0.025 0.124 -0.086
H 1.913 -8.181 -0.215 -0.422 -0.621 0.560
H 2.987 -9.358 0.727 0.035 -0.128 -0.600
H 4.444 -6.175 -1.482 0.109 -0.292 -0.138
H 5.426 -6.824 -0.139 0.316 -0.652 -0.362
C 2.030 5.294 4.131 0.325 0.211 -0.545
Cl 2.714 6.581 3.099 -0.059 0.024 0.043
Cl 1.649 5.877 5.737 -0.098 0.040 0.267
H 1.114 4.971 3.637 0.296 -0.204 0.225
H 2.819 4.545 4.202 -0.468 -0.075 0.003
C -3.377 -1.358 2.401 -0.184 -0.889 0.638
Cl -2.562 0.060 3.084 -0.062 -0.303 -0.356
Cl -2.309 -2.801 2.193 -0.111 0.718 -0.222
H -4.082 -1.727 3.146 -0.053 0.429 -0.182
H -3.888 -1.126 1.468 0.413 0.051 0.112
```
Forces are in eV/Å.

Calculated values
- SMILES string: FC(F)C(F)(F)COC(F)(F)C(F)F.C1CCOC1.ClCCl.ClCCl
- HOMO level: -9.52 eV
- Relative energy (zero: lowest compared OMol25 entry of this formula, charge and spin): 0.0 kcal per mole
- 2S+1: 1

---

(2)
# C2H16NO5

A 5-piece molecular cluster, C2H16NO5 overall (wB97M-V/def2-TZVPD, the OMol25 dataset).

```
24
Properties=species:S:1:pos:R:3:forces:R:3
C 2.440 -0.857 0.044 1.520 1.177 -0.464
O 2.421 -0.912 1.456 0.678 -0.218 0.848
C 1.026 -1.023 -0.511 0.265 -3.452 1.054
N 0.080 -0.540 0.490 -5.055 0.268 -3.887
H 3.023 -1.694 -0.396 0.087 0.753 0.212
H 2.895 0.157 -0.195 -0.527 -1.238 -0.431
H 3.305 -0.677 1.854 -1.429 -0.450 -0.910
H 0.815 -0.435 -1.399 0.276 -0.672 -0.412
H 0.828 -2.256 -0.538 0.365 3.461 -0.617
H 0.139 -1.079 1.305 0.647 -0.008 2.254
H -0.930 -0.903 0.112 2.657 1.248 1.053
H 0.018 0.546 0.430 0.269 -1.137 1.434
H -1.472 -3.940 -0.432 -0.473 0.485 1.721
H -1.911 -4.297 1.076 0.599 1.686 -1.523
O -1.652 -3.527 0.464 -0.010 -1.988 -0.260
H -2.843 3.640 1.516 -0.560 -0.770 -0.515
H -4.085 2.756 1.265 0.373 0.046 -0.110
O -3.156 2.859 1.004 0.258 0.772 0.681
H 0.993 2.686 0.292 -2.167 -2.037 1.645
H -0.413 2.812 0.992 0.843 -1.522 -0.279
O 0.281 2.106 0.816 1.287 3.640 -1.524
H -1.103 1.841 -3.663 -0.656 -0.296 1.419
H 0.086 1.293 -3.176 0.854 -0.446 0.545
O -0.786 1.444 -2.807 -0.098 0.696 -1.929
```
Forces are in eV/Å.

Calculated values
- HOMO level: -14.20 eV
- Net charge: +1
- Relative energy (zero: lowest compared OMol25 entry of this formula, charge and spin): 43.2 kcal per mole
- 2S+1: 1

---

(3)
# C10H34N10O8P

A 6-piece molecular cluster, C10H34N10O8P overall (wB97M-V/def2-TZVPD, the OMol25 dataset).

```
63
Properties=species:S:1:pos:R:3:forces:R:3
C -1.990 0.140 1.724 0.006 0.252 -0.084
C -1.263 1.163 0.847 -0.030 -0.010 -0.032
C -0.939 0.586 -0.527 0.118 -0.005 -0.096
O 0.271 1.073 -1.085 0.122 -0.067 0.057
C 0.146 2.303 -1.812 -0.196 0.324 -0.163
C 1.527 2.688 -2.359 -0.022 -0.042 0.072
O 2.089 3.635 -1.521 0.167 -0.007 0.033
P 0.904 4.583 -0.614 0.268 0.100 0.037
O -0.315 3.331 -1.050 -0.122 -0.088 0.073
H -2.610 0.646 2.461 0.036 -0.085 0.127
H -2.632 -0.506 1.119 -0.053 -0.014 0.030
H -1.283 -0.477 2.277 -0.020 -0.130 -0.074
H -1.855 2.069 0.737 -0.037 0.068 -0.068
H -0.324 1.479 1.299 0.027 -0.033 0.076
H -0.808 -0.498 -0.439 0.043 -0.016 0.004
H -1.755 0.756 -1.239 -0.057 -0.015 0.040
H -0.568 2.121 -2.633 0.014 -0.215 0.028
H 1.390 3.065 -3.387 0.041 0.056 0.000
H 2.177 1.805 -2.408 -0.056 -0.037 -0.072
H 1.915 5.569 -0.305 -0.022 -0.002 -0.006
H 1.244 3.821 0.570 -0.084 -0.001 -0.054
H -0.114 5.306 0.105 -0.074 -0.009 0.000
H 0.569 5.282 -1.848 -0.035 -0.043 0.006
C 2.161 -2.084 -0.676 0.196 0.084 -0.179
O 2.018 -1.846 0.514 -0.010 -0.069 0.069
N 2.781 -3.242 -1.101 -0.402 -0.086 0.070
N 1.746 -1.259 -1.670 -0.002 0.021 0.198
H 2.984 -3.451 -2.061 0.250 0.109 0.020
H 3.140 -3.856 -0.396 0.064 0.038 -0.002
H 1.284 -0.375 -1.431 -0.052 0.030 -0.035
H 1.872 -1.477 -2.642 0.004 -0.033 0.006
C 6.194 -2.761 -2.130 -0.219 0.326 0.145
O 5.423 -3.681 -2.349 0.182 -0.348 -0.257
N 5.831 -1.692 -1.367 0.075 -0.075 0.023
N 7.467 -2.732 -2.637 -0.007 -0.048 0.045
H 6.428 -0.907 -1.188 -0.022 0.023 -0.034
H 4.890 -1.685 -1.009 0.002 0.016 -0.005
H 7.749 -3.505 -3.208 -0.008 0.009 -0.003
H 8.105 -1.978 -2.474 -0.015 0.010 -0.006
C -1.452 -2.766 -2.929 -0.084 -0.067 0.048
O -1.146 -1.687 -3.397 0.054 0.008 -0.068
N -2.677 -3.343 -3.176 0.098 -0.050 -0.109
N -0.617 -3.502 -2.135 0.055 -0.061 -0.096
H -2.969 -4.210 -2.769 -0.032 0.048 0.073
H -3.325 -2.809 -3.722 -0.015 0.025 0.050
H 0.276 -3.108 -1.898 -0.087 0.085 0.043
H -0.856 -4.409 -1.784 -0.044 0.032 0.042
C -1.127 -0.177 5.861 0.259 -0.029 -0.052
O -1.855 0.284 5.008 -0.210 0.081 0.143
N -1.146 0.257 7.166 -0.081 -0.064 -0.022
N -0.218 -1.164 5.588 -0.130 -0.059 0.032
H -0.535 -0.099 7.875 0.022 0.019 -0.014
H -1.785 0.996 7.388 0.019 0.008 -0.006
H -0.151 -1.465 4.632 0.045 0.036 -0.007
H 0.415 -1.539 6.267 0.035 0.039 -0.016
C -5.828 1.411 0.786 0.080 0.137 -0.044
O -5.830 0.289 0.314 -0.041 -0.057 0.014
N -5.280 1.708 2.001 -0.162 -0.113 0.120
N -6.394 2.476 0.130 -0.160 -0.064 0.106
H -5.279 2.628 2.396 0.093 0.034 -0.082
H -4.798 0.974 2.488 0.061 0.000 -0.072
H -6.768 2.300 -0.783 0.059 0.011 -0.021
H -6.354 3.417 0.473 0.100 0.013 -0.051
```
Forces are in eV/Å.

Calculated values
- HOMO level: -3.77 eV
- Net charge: -1
- Relative energy (zero: lowest compared OMol25 entry of this formula, charge and spin): 0.0 kcal per mole
- 2S+1: 1

---

What are the F_max values for these records? In order: 3.414 6.383 0.469 eV/A.